Entry 1:
{"formula": "C20H20Br36F5N3", "method": "wB97M-V/def2-TZVPD", "homo_lumo_gap_ev": 9.78, "largest_force_ha_per_bohr": 0.0208, "lumo_ev": -0.294, "species": ["C", "C", "N", "C", "C", "N", "C", "C", "N", "C", "F", "F", "C", "F", "F", "F", "H", "H", "H", "H", "H", "H", "H", "H", "C", "Br", "Br", "Br", "H", "C", "Br", "Br", "Br", "H", "C", "Br", "Br", "Br", "H", "C", "Br", "Br", "Br", "H", "C", "Br", "Br", "Br", "H", "C", "Br", "Br", "Br", "H", "C", "Br", "Br", "Br", "H", "C", "Br", "Br", "Br", "H", "C", "Br", "Br", "Br", "H", "C", "Br", "Br", "Br", "H", "C", "Br", "Br", "Br", "H", "C", "Br", "Br", "Br", "H"], "positions_angstrom": [[2.46, 1.40, 0.71], [1.36, 2.35, 0.18], [0.08, 2.03, 0.82], [-1.11, 2.45, 0.07], [-1.68, 3.64, 0.72], [-2.17, 4.53, 1.25], [-2.12, 1.26, 0.11], [-1.46, 0.16, -0.60], [-0.89, -0.70, -1.10], [-3.50, 1.59, -0.50], [-3.51, 2.75, -1.18], [-3.84, 0.60, -1.38], [-4.63, 1.57, 0.57], [-5.72, 2.19, 0.10], [-4.93, 0.31, 0.89], [-4.24, 2.20, 1.69], [2.67, 0.61, -0.01], [3.37, 1.94, 0.97], [2.08, 0.91, 1.61], [1.26, 2.19, -0.89], [1.67, 3.38, 0.37], [0.04, 2.41, 1.76], [-0.83, 2.70, -0.95], [-2.19, 0.95, 1.15], [6.19, -0.83, 0.70], [5.19, -0.40, 2.29], [5.05, -1.43, -0.72], [7.31, 0.64, 0.14], [6.85, -1.65, 0.96], [6.63, -5.26, 0.31], [5.69, -4.73, 1.91], [5.42, -5.68, -1.11], [7.89, -3.90, -0.22], [7.20, -6.15, 0.54], [-8.45, 4.45, -0.16], [-8.89, 4.20, -2.02], [-8.18, 6.30, 0.26], [-9.77, 3.65, 0.98], [-7.52, 3.94, 0.02], [6.01, -5.78, 5.64], [6.95, -4.73, 6.94], [7.06, -7.29, 5.06], [4.28, -6.33, 6.27], [5.85, -5.16, 4.77], [7.00, -4.10, 11.13], [7.03, -3.56, 12.98], [6.97, -6.01, 10.94], [5.56, -3.27, 10.17], [7.92, -3.75, 10.68], [-12.49, 5.10, -2.85], [-12.95, 4.87, -4.70], [-12.19, 6.95, -2.42], [-13.80, 4.30, -1.69], [-11.56, 4.58, -2.69], [-11.78, 10.75, -4.87], [-11.14, 11.90, -3.47], [-10.56, 9.31, -5.22], [-13.55, 10.11, -4.51], [-11.84, 11.35, -5.77], [4.03, -9.61, 0.57], [2.34, -9.13, -0.20], [5.47, -9.45, -0.69], [4.42, -8.60, 2.16], [3.97, -10.66, 0.86], [-0.22, 8.06, -0.81], [0.38, 8.24, -2.63], [-0.19, 6.22, -0.26], [0.78, 9.19, 0.38], [-1.25, 8.38, -0.78], [4.94, -3.02, -4.84], [3.60, -3.17, -3.47], [6.49, -2.06, -4.23], [5.42, -4.74, -5.54], [4.51, -2.45, -5.64], [-0.91, 4.99, -4.63], [-2.53, 4.30, -3.85], [0.64, 4.38, -3.67], [-0.80, 4.59, -6.50], [-0.94, 6.07, -4.53], [4.94, -13.39, -1.72], [5.16, -15.11, -2.55], [3.21, -12.64, -2.08], [5.30, -13.46, 0.17], [5.67, -12.72, -2.16]], "lowdin_charge": [-0.103, -0.247, -0.023, -0.282, -0.249, 0.158, -0.118, -0.168, 0.203, -0.390, 0.103, 0.124, -0.542, 0.169, 0.189, 0.167, 0.043, 0.055, 0.065, 0.103, 0.102, 0.126, 0.138, 0.164, -1.648, 0.589, 0.525, 0.581, -0.110, -1.589, 0.591, 0.557, 0.621, -0.025, -1.637, 0.607, 0.585, 0.584, -0.058, -1.655, 0.560, 0.559, 0.578, -0.096, -1.657, 0.572, 0.563, 0.548, -0.031, -1.659, 0.571, 0.542, 0.570, -0.115, -1.649, 0.568, 0.556, 0.559, -0.033, -1.639, 0.573, 0.539, 0.562, -0.063, -1.620, 0.574, 0.632, 0.587, -0.026, -1.627, 0.540, 0.564, 0.572, -0.030, -1.649, 0.597, 0.542, 0.586, -0.062, -1.651, 0.581, 0.569, 0.573, -0.036]}

***

Entry 2:
{"formula": "C20H20ClN3O4", "method": "wB97M-V/def2-TZVPD", "homo_lumo_gap_ev": 9.26, "smiles": "O=C(O)CC/C(=N/NC(=O)CNC(=O)Cc1ccc(Cl)cc1)c1ccccc1", "largest_force_ha_per_bohr": 0.0187, "relative_energy_ev": 0.747, "lumo_ev": 0.465, "species": ["O", "C", "O", "C", "C", "C", "N", "N", "C", "O", "C", "N", "C", "O", "C", "C", "C", "C", "C", "Cl", "C", "C", "C", "C", "C", "C", "C", "C", "H", "H", "H", "H", "H", "H", "H", "H", "H", "H", "H", "H", "H", "H", "H", "H", "H", "H", "H", "H"], "positions_angstrom": [[-1.40, -0.85, -4.09], [-2.35, -0.49, -3.44], [-2.83, 0.75, -3.45], [-3.15, -1.42, -2.54], [-2.89, -1.07, -1.06], [-1.41, -0.82, -0.87], [-1.00, 0.19, -1.53], [0.28, 0.60, -1.61], [0.57, 1.58, -2.52], [-0.25, 2.11, -3.24], [2.05, 1.96, -2.50], [2.49, 2.33, -1.17], [2.91, 1.41, -0.28], [3.05, 0.23, -0.57], [3.11, 1.92, 1.14], [1.90, 1.45, 1.90], [2.00, 0.39, 2.80], [0.89, -0.08, 3.47], [-0.35, 0.51, 3.24], [-1.74, -0.06, 4.09], [-0.47, 1.55, 2.33], [0.65, 2.01, 1.67], [-0.60, -1.71, -0.03], [0.62, -2.21, -0.48], [1.40, -3.00, 0.35], [0.96, -3.31, 1.62], [-0.26, -2.84, 2.07], [-1.04, -2.05, 1.25], [-2.14, 1.36, -3.79], [-4.21, -1.32, -2.76], [-2.83, -2.44, -2.75], [-3.23, -1.88, -0.42], [-3.43, -0.15, -0.83], [1.03, 0.11, -1.13], [2.22, 2.78, -3.19], [2.64, 1.09, -2.82], [2.30, 3.27, -0.87], [4.01, 1.49, 1.55], [3.18, 3.01, 1.15], [2.96, -0.07, 2.97], [0.97, -0.89, 4.18], [-1.44, 2.00, 2.15], [0.55, 2.83, 0.97], [0.95, -2.02, -1.49], [2.35, -3.38, -0.01], [1.57, -3.92, 2.27], [-0.61, -3.09, 3.06], [-1.99, -1.67, 1.60]], "lowdin_charge": [0.092, -0.586, 0.096, -0.075, -0.106, -0.229, 0.117, 0.100, -0.424, 0.079, -0.063, 0.080, -0.501, 0.059, -0.048, -0.223, -0.017, -0.104, -0.681, 0.693, -0.093, -0.034, -0.152, -0.030, -0.066, -0.081, -0.094, -0.051, 0.105, 0.121, 0.124, 0.112, 0.124, 0.110, 0.132, 0.135, 0.144, 0.127, 0.121, 0.120, 0.108, 0.109, 0.114, 0.123, 0.108, 0.104, 0.105, 0.099]}

***

Entry 3:
{"formula": "C20H20ClNO3", "method": "wB97M-V/def2-TZVPD", "homo_lumo_gap_ev": 9.14, "smiles": "CCN(CC)Cc1c(O)ccc2c(=O)c(-c3ccccc3Cl)coc12", "largest_force_ha_per_bohr": 0.0183, "relative_energy_ev": 0.191, "lumo_ev": 0.477, "species": ["C", "C", "N", "C", "C", "C", "C", "C", "O", "C", "C", "C", "C", "O", "C", "C", "C", "C", "C", "C", "C", "Cl", "C", "O", "C", "H", "H", "H", "H", "H", "H", "H", "H", "H", "H", "H", "H", "H", "H", "H", "H", "H", "H", "H", "H"], "positions_angstrom": [[-3.61, -1.98, 2.13], [-4.06, -0.62, 1.60], [-4.39, -0.52, 0.18], [-5.56, -1.26, -0.27], [-5.35, -2.72, -0.69], [-3.23, -0.62, -0.70], [-2.28, 0.53, -0.52], [-2.76, 1.84, -0.36], [-4.08, 2.10, -0.31], [-1.87, 2.91, -0.26], [-0.51, 2.69, -0.29], [0.00, 1.39, -0.42], [1.45, 1.18, -0.44], [2.26, 2.08, -0.42], [1.81, -0.25, -0.51], [3.24, -0.61, -0.46], [3.87, -1.22, -1.55], [5.22, -1.50, -1.51], [5.97, -1.18, -0.39], [5.36, -0.59, 0.70], [4.01, -0.31, 0.66], [3.24, 0.38, 2.05], [0.86, -1.19, -0.64], [-0.46, -0.96, -0.68], [-0.90, 0.33, -0.53], [-2.80, -2.38, 1.54], [-4.43, -2.69, 2.14], [-3.26, -1.86, 3.16], [-4.94, -0.29, 2.16], [-3.26, 0.11, 1.78], [-5.97, -0.72, -1.12], [-6.29, -1.22, 0.54], [-4.69, -2.79, -1.55], [-4.93, -3.32, 0.12], [-6.31, -3.15, -0.97], [-3.61, -0.59, -1.73], [-2.68, -1.56, -0.58], [-4.55, 1.24, -0.20], [-2.28, 3.90, -0.15], [0.19, 3.50, -0.21], [3.28, -1.45, -2.42], [5.69, -1.97, -2.37], [7.03, -1.40, -0.37], [5.93, -0.34, 1.58], [1.08, -2.24, -0.72]], "lowdin_charge": [-0.070, -0.221, -0.227, -0.231, -0.078, -0.116, -0.066, -0.266, 0.074, 0.011, 0.010, -0.067, -0.353, 0.073, -0.119, -0.210, -0.023, -0.081, -0.082, -0.098, -0.584, 0.751, -0.014, 0.058, -0.128, 0.070, 0.062, 0.075, 0.122, 0.120, 0.119, 0.119, 0.068, 0.057, 0.075, 0.145, 0.119, 0.083, 0.119, 0.124, 0.118, 0.102, 0.104, 0.104, 0.150]}

***

Entry 4:
{"formula": "C20H20F10N3OReSi", "method": "wB97M-V/def2-TZVPD", "homo_lumo_gap_ev": [8.94, 8.22], "charge": 1, "multiplicity": 2, "largest_force_ha_per_bohr": 0.0056, "relative_energy_ev": 0.000, "lumo_ev": [-2.902, -3.654], "species": ["Re", "C", "N", "C", "C", "N", "C", "C", "F", "C", "F", "C", "F", "C", "F", "C", "F", "C", "C", "N", "C", "C", "F", "C", "F", "C", "F", "C", "F", "C", "F", "H", "H", "H", "H", "H", "H", "H", "H", "H", "H", "H", "C", "Si", "C", "C", "O", "H", "H", "H", "H", "H", "H", "H", "H", "H"], "positions_angstrom": [[0.41, 0.28, 0.43], [1.60, 2.09, 2.53], [1.87, 1.61, 1.16], [1.90, 2.77, 0.20], [0.49, 3.13, -0.19], [-0.19, 1.86, -0.50], [-1.38, 1.92, -1.26], [-1.41, 2.43, -2.55], [-0.28, 2.88, -3.11], [-2.59, 2.47, -3.28], [-2.59, 2.96, -4.51], [-3.76, 1.97, -2.73], [-4.88, 1.99, -3.42], [-3.74, 1.44, -1.45], [-4.86, 0.95, -0.91], [-2.56, 1.43, -0.73], [-2.55, 0.91, 0.51], [3.15, 0.84, 1.12], [3.25, 0.00, -0.15], [1.91, -0.53, -0.42], [1.69, -1.43, -1.48], [0.37, -1.76, -1.78], [-0.63, -1.14, -1.06], [-0.01, -2.65, -2.76], [-1.30, -2.89, -2.98], [0.97, -3.27, -3.52], [0.64, -4.12, -4.47], [2.30, -2.96, -3.27], [3.25, -3.53, -3.99], [2.65, -2.06, -2.27], [3.95, -1.83, -2.09], [2.42, 2.71, 2.88], [0.67, 2.67, 2.54], [1.48, 1.23, 3.19], [2.45, 3.59, 0.66], [2.43, 2.44, -0.69], [-0.04, 3.67, 0.60], [0.52, 3.78, -1.06], [3.99, 1.54, 1.20], [3.15, 0.20, 1.99], [3.61, 0.58, -1.00], [3.97, -0.80, 0.03], [-2.18, -2.56, 1.18], [-1.34, -1.69, 2.60], [-0.32, -2.85, 3.61], [-2.52, -0.69, 3.62], [-0.25, -0.57, 1.93], [-2.90, -3.28, 1.55], [-1.46, -3.10, 0.57], [-2.72, -1.85, 0.54], [-0.95, -3.62, 4.06], [0.20, -2.33, 4.42], [0.43, -3.36, 3.00], [-3.26, -1.33, 4.10], [-3.06, 0.04, 3.00], [-1.99, -0.14, 4.40]], "lowdin_charge": [1.626, -0.036, -0.346, -0.139, -0.175, -0.194, -0.162, -0.142, 0.120, -0.131, 0.152, -0.126, 0.160, -0.133, 0.148, -0.149, 0.076, -0.147, -0.178, -0.168, -0.133, -0.108, -0.002, -0.139, 0.155, -0.131, 0.161, -0.129, 0.160, -0.129, 0.116, 0.109, 0.098, 0.093, 0.141, 0.126, 0.126, 0.127, 0.142, 0.133, 0.126, 0.130, -0.155, 0.361, -0.158, -0.152, -0.466, 0.049, 0.032, 0.028, 0.044, 0.038, 0.037, 0.045, 0.029, 0.040]}